This record from the OMol25 dataset describes a cluster of 2 separate species, C4H12 in total in a non-equilibrium geometry. The level of theory is ωB97M-V with the def2-TZVPD basis set.

LUMO ... 1.066 eV
Relative energy (zero: lowest compared OMol25 entry of this formula, charge and spin) ... 14.3 kcal/mol
Structure (SMILES) ... CC.CC
Multiplicity ... 1

Element x y z (Å)
C 0.051 2.432 0.790
C 0.067 1.609 2.087
H -0.538 2.102 -0.060
H -0.122 3.501 0.942
H 1.043 2.521 0.257
H -0.739 0.904 1.980
H -0.139 2.285 2.913
H 1.044 1.154 2.180
C -0.412 -2.370 -0.769
C 0.222 -1.758 -2.019
H -1.306 -1.890 -0.391
H -0.513 -3.434 -0.890
H 0.149 -2.182 0.161
H -0.290 -2.015 -2.966
H 1.219 -2.171 -2.105
H 0.265 -0.687 -2.111

***

This record from the OMol25 dataset describes a cluster of 6 separate species, C16H30Br6O2 in total in a non-equilibrium geometry. The level of theory is ωB97M-V with the def2-TZVPD basis set.

LUMO (spin up / spin down) ... -3.090 / -8.669 eV
Total charge ... +1
Multiplicity ... 2

Element x y z (Å)
Br 1.909 -4.820 0.849
C 0.199 -5.123 -0.060
C -0.986 -4.580 0.753
Br -2.676 -4.807 -0.275
H -0.095 -6.125 -0.373
H 0.261 -4.521 -0.967
H -0.832 -3.532 1.012
H -1.239 -5.143 1.651
Br 0.740 0.976 -8.366
C 1.339 -0.027 -6.825
C 0.503 0.430 -5.648
Br 1.201 -0.457 -3.997
H 2.419 0.059 -6.710
H 1.154 -1.097 -6.929
H -0.542 0.123 -5.674
H 0.515 1.518 -5.585
Br -4.773 -0.762 2.224
C -3.282 -1.753 1.327
C -2.368 -0.717 0.683
Br -1.359 -1.512 -0.873
H -3.716 -2.280 0.478
H -2.807 -2.397 2.067
H -1.674 -0.336 1.432
H -2.871 0.162 0.279
C -1.952 2.153 3.055
C -3.273 2.470 3.014
C -3.791 3.023 1.857
C -2.987 3.127 0.710
C -1.666 2.677 0.700
C -1.151 2.325 1.934
H -1.476 1.707 3.915
H -3.881 2.314 3.893
H -4.829 3.316 1.808
H -3.420 3.471 -0.217
H -1.006 2.847 -0.137
H -0.138 1.950 1.929
C 1.608 -1.052 1.327
C 2.063 -1.047 -0.169
O 1.345 -0.010 -0.762
H 0.540 -1.259 1.382
H 1.682 -0.055 1.761
H 2.104 -1.909 1.783
H 2.074 -1.977 -0.737
H 3.102 -0.723 -0.111
H 1.371 -0.014 -1.722
C 3.877 1.989 2.313
C 3.485 2.727 1.046
O 3.356 4.094 1.352
H 4.749 2.300 2.888
H 4.070 0.929 2.146
H 3.118 2.022 3.095
H 2.544 2.264 0.748
H 4.162 2.514 0.219
H 3.299 4.550 0.509

***

This record from the OMol25 dataset describes a cluster of 5 separate species, C25H29N4O4 in total in a non-equilibrium geometry. The level of theory is ωB97M-V with the def2-TZVPD basis set.

LUMO ... 2.001 eV
Relative energy (zero: lowest compared OMol25 entry of this formula, charge and spin) ... 0.0 kcal/mol
Total charge ... -1
Multiplicity ... 1

Element x y z (Å)
C -4.770 -1.675 0.309
C -5.043 -2.607 -0.866
O -4.907 -4.000 -0.632
C -3.640 -4.496 -0.210
C -2.420 -4.122 -1.024
O -1.681 -3.155 -0.313
C -0.532 -2.686 -0.955
O -0.067 -1.664 -0.406
O -0.138 -3.343 -1.906
H -4.237 -2.131 1.115
H -4.280 -0.805 -0.055
H -5.710 -1.331 0.708
H -4.470 -2.297 -1.724
H -6.071 -2.486 -1.157
H -3.449 -4.247 0.821
H -3.743 -5.565 -0.243
H -2.680 -3.765 -2.004
H -1.812 -4.997 -1.171
N 5.160 -0.993 -2.991
C 4.791 -0.142 -2.035
C 3.571 -0.196 -1.379
C 2.662 -1.183 -1.732
C 3.027 -2.072 -2.731
C 4.274 -1.937 -3.321
H 5.520 0.625 -1.786
H 3.334 0.525 -0.607
H 1.685 -1.275 -1.251
H 2.343 -2.854 -3.034
H 4.591 -2.622 -4.102
N -4.068 1.584 0.497
C -4.638 2.683 0.987
C -4.053 3.501 1.941
C -2.798 3.157 2.416
C -2.189 2.017 1.918
C -2.858 1.263 0.962
H -5.622 2.917 0.591
H -4.565 4.381 2.303
H -2.309 3.773 3.158
H -1.210 1.708 2.254
H -2.399 0.369 0.549
N -2.948 6.438 3.257
C -2.754 7.065 4.413
C -3.118 8.383 4.644
C -3.715 9.091 3.614
C -3.922 8.452 2.403
C -3.522 7.130 2.278
H -2.281 6.478 5.193
H -2.937 8.839 5.608
H -4.014 10.122 3.753
H -4.383 8.965 1.570
H -3.668 6.592 1.347
N 8.051 -4.412 -3.462
C 7.503 -3.475 -2.688
C 7.795 -3.335 -1.338
C 8.697 -4.211 -0.761
C 9.273 -5.191 -1.554
C 8.917 -5.246 -2.892
H 6.801 -2.807 -3.164
H 7.318 -2.555 -0.761
H 8.947 -4.135 0.290
H 9.982 -5.899 -1.146
H 9.346 -5.998 -3.546

***

This record from the OMol25 dataset describes a structure of composition C35H52AsOP3Pr in a non-equilibrium geometry. The level of theory is ωB97M-V with the def2-TZVPD basis set.

LUMO (spin up / spin down) ... -10.523 / -10.358 eV
Total charge ... +3
Multiplicity ... 3

Element x y z (Å)
Pr -0.364 0.620 -1.794
P 2.520 -1.305 0.642
P 2.108 2.176 -1.185
P -0.930 -2.519 -1.298
H 0.507 2.281 -4.201
C -0.456 1.853 -3.908
C -1.389 2.401 -3.000
H -1.250 3.322 -2.411
C 3.801 -2.231 -0.167
C 3.123 0.038 1.681
C 1.363 -2.291 1.605
C 1.915 3.594 -2.340
C 2.237 3.150 0.382
C 3.873 1.742 -1.493
C -2.236 -2.954 -2.516
C -1.428 -3.515 0.162
C 0.479 -3.499 -1.965
H -0.870 1.304 -4.762
H -2.434 2.068 -3.111
H 4.580 -2.538 0.542
H 4.247 -1.617 -0.955
H 3.383 -3.121 -0.643
H 3.990 -0.312 2.261
H 2.369 0.425 2.379
H 3.456 0.895 1.089
H 1.481 -3.366 1.382
H 0.338 -1.995 1.340
H 1.467 -2.104 2.679
H 2.889 3.884 -2.760
H 1.397 4.430 -1.851
H 1.278 3.305 -3.169
H 3.294 3.374 0.597
H 1.805 2.576 1.210
H 1.675 4.095 0.277
H 4.364 2.561 -2.030
H 3.929 0.847 -2.125
H 4.412 1.549 -0.558
H -2.468 -4.023 -2.427
H -1.873 -2.719 -3.524
H -3.141 -2.365 -2.313
H -2.171 -4.263 -0.138
H -1.870 -2.880 0.943
H -0.533 -3.998 0.576
H 0.104 -4.361 -2.527
H 1.161 -3.823 -1.170
H 1.035 -2.847 -2.649
C 0.464 -1.040 -4.632
C 1.580 -1.190 -5.478
C 1.404 -1.756 -6.730
C 0.139 -2.184 -7.146
C -0.984 -1.981 -6.340
C -0.849 -1.268 -5.145
O 0.702 -0.724 -3.347
H 1.647 -0.873 -0.409
H 2.539 -0.860 -5.074
H 2.241 -1.835 -7.427
H -0.017 -2.659 -8.128
H -1.974 -2.328 -6.675
H -1.688 -0.919 -4.530
C -3.343 4.386 3.264
C -2.630 4.397 2.059
C -1.900 3.269 1.662
C -1.904 2.128 2.488
C -2.647 2.107 3.675
C -3.363 3.242 4.064
As -0.738 0.645 1.963
C 0.306 0.803 3.684
C 0.662 -0.284 4.492
C 1.428 -0.076 5.647
C 1.865 1.202 5.985
C 1.496 2.296 5.194
C 0.695 2.098 4.058
C -2.217 -0.658 2.174
C -2.302 -1.604 3.203
C -3.395 -2.481 3.236
C -4.402 -2.394 2.267
C -4.325 -1.436 1.247
C -3.252 -0.549 1.231
H -3.881 5.283 3.578
H -2.642 5.302 1.428
H -1.324 3.269 0.725
H -2.652 1.207 4.282
H -3.928 3.225 4.996
H 0.327 -1.285 4.239
H 1.676 -0.909 6.304
H 2.502 1.364 6.861
H 1.812 3.301 5.476
H 0.352 2.962 3.484
H -1.555 -1.626 3.994
H -3.476 -3.207 4.054
H -5.260 -3.070 2.311
H -5.127 -1.377 0.500
H -3.228 0.247 0.481

***

This record from the OMol25 dataset describes a cluster of 2 separate species, FH3OP2 in total in a non-equilibrium geometry. The level of theory is ωB97M-V with the def2-TZVPD basis set.

LUMO ... -1.184 eV
Relative energy (zero: lowest compared OMol25 entry of this formula, charge and spin) ... 28.4 kcal/mol
Multiplicity ... 1

Element x y z (Å)
O -2.173 -1.079 0.824
F 1.514 1.604 -1.029
P 2.273 -0.860 0.090
P 1.853 1.084 0.451
H -1.513 -0.531 0.559
H -1.738 -1.771 1.258
H 2.892 -0.968 1.327

***

This record from the OMol25 dataset describes a structure of composition C4H6CsMgO2 in a non-equilibrium geometry. The level of theory is ωB97M-V with the def2-TZVPD basis set.

LUMO (spin up / spin down) ... -3.668 / -3.668 eV
Relative energy (zero: lowest compared OMol25 entry of this formula, charge and spin) ... 0.0 kcal/mol
Total charge ... +1
Multiplicity ... 1

Element x y z (Å)
O -1.911 -1.329 -0.619
C -1.732 0.009 -0.648
C -0.708 0.634 -1.157
Cs -5.832 -2.989 0.799
Mg 0.102 -1.531 -0.801
H -2.178 1.182 -0.523
C 0.747 1.172 -0.285
C 1.860 0.367 0.382
O 1.297 -0.911 0.796
H 0.273 1.756 0.525
H 1.262 1.882 -0.954
H 2.227 0.859 1.294
H 2.743 0.245 -0.261
H 1.849 -1.346 1.452

***

This record from the OMol25 dataset describes a structure of composition C2HBr4F in a non-equilibrium geometry. The level of theory is ωB97M-V with the def2-TZVPD basis set.

LUMO ... -2.109 eV
Relative energy (zero: lowest compared OMol25 entry of this formula, charge and spin) ... 15.8 kcal/mol
Multiplicity ... 1

Element x y z (Å)
C -0.121 -0.649 -1.042
C 1.030 -0.368 -0.451
F -0.590 0.209 -1.937
Br -1.806 1.868 1.158
Br 1.773 1.324 -0.594
Br 1.816 -1.476 0.921
Br -1.425 0.715 3.218
H -0.677 -1.624 -1.272

***

This record from the OMol25 dataset describes the molecule C37H67NO13. The level of theory is ωB97M-V with the def2-TZVPD basis set.

LUMO ... 0.514 eV
Relative energy (zero: lowest compared OMol25 entry of this formula, charge and spin) ... 0.0 kcal/mol
Multiplicity ... 1

Element x y z (Å)
C -5.992 -3.983 -0.790
C -6.044 -2.547 -1.295
H -7.056 -2.151 -1.210
H -5.745 -2.517 -2.343
C -5.112 -1.636 -0.496
H -5.177 -1.880 0.571
C -5.447 -0.119 -0.661
C -5.082 0.349 -2.067
H -5.616 -0.260 -2.790
H -4.014 0.246 -2.233
H -5.387 1.381 -2.212
O -6.827 0.077 -0.476
H -6.966 0.087 0.484
C -4.663 0.606 0.467
O -5.376 0.346 1.654
H -4.947 0.865 2.355
H -3.666 0.152 0.524
C -4.445 2.127 0.268
C -3.522 2.598 1.377
O -3.799 2.413 2.542
C -2.256 3.339 0.985
C -2.552 4.515 0.051
H -3.302 5.167 0.491
H -2.907 4.181 -0.920
H -1.645 5.096 -0.101
C -1.253 2.380 0.329
H -1.734 1.896 -0.522
H -0.413 2.957 -0.056
C -0.712 1.270 1.251
O -1.802 0.397 1.486
H -1.640 -0.134 2.274
C -0.189 1.808 2.584
H 0.280 1.000 3.146
H 0.541 2.599 2.437
H -1.017 2.189 3.177
C 0.432 0.495 0.506
H 0.959 -0.125 1.239
O 1.351 1.444 -0.033
C 2.617 1.539 0.581
O 3.562 0.665 0.048
C 3.985 0.950 -1.287
C 5.044 -0.087 -1.637
H 4.635 -1.085 -1.504
H 5.359 0.039 -2.668
H 5.906 0.029 -0.984
C 4.517 2.378 -1.395
H 4.806 2.592 -2.423
H 5.396 2.478 -0.757
C 3.428 3.362 -0.955
N 3.829 4.734 -1.222
C 2.724 5.658 -1.375
H 3.111 6.586 -1.798
H 1.996 5.243 -2.072
H 2.222 5.894 -0.427
C 4.826 5.274 -0.321
H 5.657 4.580 -0.227
H 4.425 5.495 0.678
H 5.205 6.202 -0.751
C 3.071 3.017 0.506
O 2.084 3.852 1.055
H 1.273 3.695 0.554
H 3.951 3.132 1.144
H 2.534 3.173 -1.563
H 3.125 0.844 -1.961
H 2.543 1.251 1.639
C -0.156 -0.454 -0.571
C 0.722 -0.527 -1.816
H 1.699 -0.916 -1.549
H 0.276 -1.193 -2.550
H 0.826 0.461 -2.255
H -1.142 -0.074 -0.853
C -0.380 -1.874 0.004
O 0.825 -2.619 -0.059
C 1.158 -3.347 1.093
O 1.651 -2.539 2.123
C 2.936 -1.969 1.882
C 3.313 -1.182 3.129
H 2.584 -0.399 3.322
H 4.294 -0.738 2.990
H 3.336 -1.849 3.987
H 2.893 -1.308 1.006
C 3.997 -3.044 1.587
O 5.242 -2.452 1.339
H 5.134 -1.890 0.560
H 4.131 -3.678 2.470
C 3.545 -3.926 0.396
C 4.526 -5.095 0.230
H 4.207 -5.768 -0.562
H 5.510 -4.701 -0.006
H 4.589 -5.659 1.156
C 2.140 -4.460 0.712
H 2.222 -5.136 1.563
H 1.738 -5.016 -0.134
O 3.596 -3.056 -0.731
C 3.089 -3.540 -1.952
H 3.385 -2.809 -2.704
H 3.514 -4.512 -2.220
H 1.998 -3.603 -1.932
H 0.252 -3.797 1.531
H -0.689 -1.804 1.053
C -1.534 -2.571 -0.767
C -2.851 -2.271 -0.065
O -3.030 -2.425 1.115
O -3.767 -1.868 -0.938
C -1.402 -4.096 -0.823
H -0.432 -4.370 -1.227
H -1.509 -4.525 0.171
H -2.178 -4.508 -1.464
H -1.588 -2.190 -1.789
H -1.823 3.742 1.905
H -3.977 2.283 -0.702
C -5.763 2.904 0.350
H -5.597 3.957 0.136
H -6.186 2.815 1.348
H -6.478 2.504 -0.364
H -6.318 -4.036 0.247
H -6.639 -4.619 -1.389
H -4.977 -4.372 -0.848

***

This record from the OMol25 dataset describes a cluster of 2 separate species, C2H9N2OP in total in a non-equilibrium geometry. The level of theory is ωB97M-V with the def2-TZVPD basis set.

LUMO ... 0.000 eV
Relative energy (zero: lowest compared OMol25 entry of this formula, charge and spin) ... 90.8 kcal/mol
Structure (SMILES) ... [H]/N=N\CC.O=[PH3]
Multiplicity ... 1

Element x y z (Å)
H 1.400 -2.524 -0.060
N 0.471 -2.083 -0.324
N 0.220 -0.842 -0.255
C 1.102 0.180 0.151
C 0.849 1.382 -0.727
H 2.156 -0.083 0.176
H 1.028 0.458 1.177
H 0.766 0.996 -1.754
H -0.037 1.877 -0.493
H 1.666 2.117 -0.772
O -2.060 0.943 0.614
P -2.252 -0.391 0.035
H -2.087 -0.415 -1.322
H -1.779 -1.501 0.696
H -3.519 -0.726 -0.172

***

This record from the OMol25 dataset describes a cluster of 2 separate species, C24H16Cl2N2O5P in total in a non-equilibrium geometry. The level of theory is ωB97M-V with the def2-TZVPD basis set.

LUMO ... -0.267 eV
Total charge ... -1
Multiplicity ... 1

Element x y z (Å)
N 3.695 -2.149 2.963
C 2.693 -1.579 3.167
C 1.475 -0.894 3.449
C 0.265 -1.502 3.260
C 0.179 -2.812 2.712
N 0.127 -3.898 2.279
C -0.991 -0.916 3.769
O -2.033 -1.558 3.782
C -0.870 0.461 4.321
Cl -2.319 1.163 4.843
C 0.332 1.090 4.444
Cl 0.491 2.617 5.173
C 1.599 0.468 3.993
O 2.688 1.039 4.044
C 2.932 3.785 1.449
C 1.515 3.289 1.273
O 1.606 1.943 0.758
C 0.436 1.237 0.623
C 0.669 0.105 -0.235
P -0.614 -0.917 -0.816
C -1.776 0.204 -1.655
C -1.367 1.395 -2.261
C -2.308 2.211 -2.906
C -3.657 1.838 -2.916
C -4.062 0.642 -2.313
C -3.124 -0.171 -1.675
C 0.045 -1.963 -2.171
C 0.493 -1.404 -3.371
C 0.907 -2.225 -4.429
C 0.890 -3.615 -4.284
C 0.457 -4.177 -3.078
C 0.063 -3.359 -2.015
O -1.304 -1.802 0.175
O -0.616 1.557 1.177
H 2.913 4.852 1.692
H 3.423 3.246 2.263
H 3.522 3.645 0.539
H 0.999 3.310 2.247
H 0.973 3.934 0.558
H 1.690 -0.247 -0.359
H -0.321 1.698 -2.229
H -1.973 3.133 -3.380
H -4.392 2.488 -3.388
H -5.108 0.332 -2.327
H -3.431 -1.093 -1.182
H 0.528 -0.321 -3.481
H 1.240 -1.765 -5.358
H 1.221 -4.253 -5.105
H 0.428 -5.260 -2.958
H -0.228 -3.799 -1.060

***

This record from the OMol25 dataset describes the molecule C3H3NO2 in a non-equilibrium geometry. The level of theory is ωB97M-V with the def2-TZVPD basis set.

LUMO ... 0.203 eV
Relative energy (zero: lowest compared OMol25 entry of this formula, charge and spin) ... 40.9 kcal/mol
Structure (SMILES) ... N#C[C@@H](O)C=O
Multiplicity ... 1

Element x y z (Å)
N -0.462 -0.783 -2.510
C -0.460 -0.374 -1.429
C -0.436 0.165 -0.056
O -1.161 -0.658 0.796
C 1.020 0.307 0.409
O 1.370 -0.172 1.456
H -0.859 1.185 -0.096
H -0.749 -0.559 1.668
H 1.694 0.899 -0.236

***

This record from the OMol25 dataset describes a structure of composition C2F3MgNO4PtS2 in a non-equilibrium geometry. The level of theory is ωB97M-V with the def2-TZVPD basis set.

LUMO (spin up / spin down) ... -6.090 / -6.986 eV
Total charge ... +1
Multiplicity ... 4

Element x y z (Å)
O 3.281 -0.601 1.547
C 3.360 -0.150 0.420
O 3.611 0.984 -0.009
Pt 2.169 -0.207 -1.641
Mg 1.343 1.256 1.302
N 0.388 -0.198 -1.263
S 0.666 1.575 -1.131
S -0.402 -0.829 -0.054
O -0.051 -0.183 1.266
O -0.375 -2.281 -0.095
C -2.207 -0.346 -0.208
F -2.363 0.938 0.059
F -2.612 -0.599 -1.438
F -2.914 -1.059 0.649